Record 1
Formula: C24H33MgN12O7PS
Source: OMol25
Level of theory: ωB97M-V/def2-TZVPD

ORCA input file:
```
! RIJCOSX wB97M-V def2-TZVPD def2/J DEFGRID3
* xyz 0 1
Mg 0.5592 0.7368 -0.1355
C 0.1403 1.1875 4.5090
N 1.4004 1.4755 3.8485
C 2.3864 2.1993 4.6322
C 1.5665 1.1413 2.5465
N 0.8485 0.2874 1.8968
N 2.5879 1.8546 1.9161
C 3.0439 1.6933 0.6181
N 3.9065 2.6798 0.2388
N 2.7034 0.6944 -0.1217
H -0.0999 2.0135 5.1782
H 0.1842 0.2674 5.0981
H -0.6628 1.1067 3.7786
H 2.4087 1.7872 5.6411
H 2.1425 3.2636 4.6971
H 3.3789 2.0774 4.2074
H 0.1970 -0.2093 2.4894
H 2.6613 2.8060 2.2474
H 3.8035 3.5786 0.6874
H 4.0522 2.7456 -0.7577
H 3.1525 0.7563 -1.0323
O 1.6860 1.3851 -3.0533
C 0.6670 1.7654 -2.4950
O -0.2292 0.9766 -1.9813
C 0.5026 3.2411 -2.1976
C 0.4018 4.1929 -3.1741
C 0.3820 5.5450 -2.8170
C 0.5606 5.9565 -1.5197
C 0.7249 4.9846 -0.5482
C 0.5983 3.6015 -0.8065
O 0.5749 2.7215 0.1185
N 1.0574 5.4477 0.8032
O 1.8198 4.7684 1.4814
O 0.6083 6.5118 1.1665
N 0.2302 6.5613 -3.8611
O 0.1204 6.1741 -5.0087
O 0.2259 7.7290 -3.5235
H 0.3509 3.9202 -4.2187
H 0.5972 7.0056 -1.2675
N -2.9251 0.2716 -1.6384
C -3.0121 -0.2526 -0.4022
S -2.1973 0.4771 0.8777
N -3.7873 -1.3620 -0.3033
C -3.9767 -2.2048 0.8227
C -3.9622 -3.5776 0.6015
C -4.1710 -4.4563 1.6532
C -4.3880 -3.9656 2.9324
C -4.4139 -2.5937 3.1421
C -4.2182 -1.7062 2.0945
H -2.1191 0.8776 -1.7998
H -3.2437 -0.2612 -2.4329
H -4.1057 -1.7590 -1.1747
H -3.7836 -3.9590 -0.3978
H -4.1576 -5.5225 1.4702
H -4.5456 -4.6461 3.7578
H -4.6025 -2.2035 4.1335
H -4.2549 -0.6409 2.2583
C -0.1901 -4.9415 -1.3505
N 0.9544 -4.6225 -0.4992
C 2.1374 -4.4954 -1.3508
N 1.9956 -3.5333 -2.4406
C 0.8161 -3.8890 -3.2255
N -0.4174 -3.9935 -2.4425
C -0.8272 -2.6847 -1.9268
P 0.4242 -1.9123 -0.8119
C 0.7099 -3.3925 0.2617
C 1.8912 -2.1663 -1.9256
H -1.0888 -4.9951 -0.7322
H -0.0152 -5.9238 -1.7953
H 2.3413 -5.4745 -1.7900
H 2.9895 -4.2085 -0.7320
H 0.9974 -4.8609 -3.6903
H 0.6767 -3.1462 -4.0125
H -1.7592 -2.8006 -1.3687
H -1.0193 -2.0004 -2.7577
H -0.1672 -3.5410 0.8992
H 1.5560 -3.1913 0.9234
H 2.7926 -1.9225 -1.3576
H 1.8266 -1.4508 -2.7505
*
```

As for the relative energy (zero: lowest compared OMol25 entry of this formula, charge and spin): 0.00 kcal/mol. The gap between HOMO and LUMO comes out at 8.154 eV.


Record 2
Formula: C24H33N3O4S
Source: OMol25
Level of theory: ωB97M-V/def2-TZVPD

ORCA input file:
```
! RIJCOSX wB97M-V def2-TZVPD def2/J DEFGRID3
* xyz 0 1
C -3.8554 -3.0967 -1.3012
O -3.0946 -3.5109 -0.1904
C -1.7783 -3.1639 -0.1528
C -1.0721 -2.5937 -1.2016
C 0.2748 -2.2991 -1.0630
C 0.9566 -2.5748 0.1163
N 2.3320 -2.3674 0.2905
C 2.7367 -1.6238 1.4769
C 4.0574 -0.8936 1.2483
N 4.0032 -0.0662 0.0575
C 4.3994 1.2233 0.1438
O 4.8327 1.6942 1.1810
C 4.2610 2.0930 -1.0963
C 3.1116 3.0901 -0.8692
C 1.8232 2.3690 -0.5950
C 1.4477 2.0840 0.7149
C 0.2569 1.4303 0.9756
C -0.5565 1.0548 -0.0752
S -2.1455 0.3505 0.3231
O -2.8033 -0.0534 -0.8924
O -1.9836 -0.6024 1.3791
N -2.8970 1.6575 1.0394
C -3.8117 2.5496 0.3317
C -4.0776 3.7480 1.2484
C -5.1236 1.8325 -0.0017
C -3.1230 3.0164 -0.9490
C -0.1842 1.2890 -1.3827
C 1.0071 1.9469 -1.6401
C 3.4703 -0.6984 -1.1361
C 3.1912 -2.1776 -0.8457
C 0.2312 -3.1345 1.1722
C -1.1046 -3.4279 1.0397
H -3.5449 -3.6170 -2.2148
H -4.8855 -3.3657 -1.0703
H -3.7787 -2.0160 -1.4472
H -1.5599 -2.3528 -2.1324
H 0.7812 -1.8418 -1.9009
H 1.9568 -0.8971 1.7405
H 2.8658 -2.3083 2.3246
H 4.8811 -1.6113 1.1669
H 4.2684 -0.2289 2.0884
H 4.0849 1.5158 -1.9998
H 5.1913 2.6529 -1.2073
H 3.0092 3.7239 -1.7521
H 3.3687 3.7162 -0.0138
H 2.0916 2.3862 1.5273
H -0.0625 1.2083 1.9812
H -3.2444 1.3714 1.9418
H -4.7241 4.4637 0.7478
H -3.1413 4.2367 1.5044
H -4.5630 3.4261 2.1668
H -5.7921 2.4961 -0.5443
H -4.9132 0.9600 -0.6141
H -5.6200 1.5063 0.9102
H -2.9765 2.1715 -1.6140
H -3.7384 3.7584 -1.4514
H -2.1563 3.4573 -0.7164
H -0.8334 0.9605 -2.1786
H 1.2998 2.1497 -2.6607
H 4.1902 -0.6281 -1.9605
H 2.5356 -0.2070 -1.4314
H 2.7414 -2.6483 -1.7193
H 4.1417 -2.6904 -0.6533
H 0.7318 -3.3493 2.1030
H -1.6597 -3.8587 1.8569
*
```

As for the relative energy (zero: lowest compared OMol25 entry of this formula, charge and spin): 23.41 kcal/mol. The gap between HOMO and LUMO comes out at 7.656 eV.


Record 3
Formula: C24H33N6O5P
Source: OMol25
Level of theory: ωB97M-V/def2-TZVPD

ORCA input file:
```
! RIJCOSX wB97M-V def2-TZVPD def2/J DEFGRID3
* xyz -2 1
O 0.7930 0.5480 -0.0335
H 1.4290 1.4020 0.0945
H 0.1460 1.1270 -0.2975
H 0.1990 0.0980 0.6505
P -1.7030 1.9490 1.0635
O -0.8510 3.0260 1.4915
O -0.9680 0.5930 1.4315
O -1.4220 1.7470 -0.4395
O -3.0340 1.9890 1.5405
N -1.6730 3.1290 -2.5405
C -1.5050 4.5180 -2.6685
C -1.8850 4.8310 -3.9305
C -2.5700 3.6830 -4.4925
C -2.3640 2.6180 -3.6455
H -1.3700 2.5960 -1.7595
H -1.1280 4.9210 -1.7695
H -1.6980 5.8020 -4.4495
H -3.2100 3.4430 -5.2875
H -2.7720 1.5230 -3.6185
N 1.3810 -2.6550 -1.9045
C 1.8400 -3.6010 -2.8875
C 2.9690 -4.1260 -2.2685
C 3.1270 -3.4740 -0.9015
C 2.0470 -2.6540 -0.7635
H 0.5940 -2.0520 -2.0615
H 1.5290 -3.9280 -3.8375
H 3.7490 -4.7940 -2.7165
H 3.8160 -3.8500 -0.2335
H 1.8590 -2.2190 0.1405
N 0.4030 -0.2410 3.7525
C 0.8160 0.5790 4.7345
C 1.5560 -0.0870 5.5865
C 1.5840 -1.5320 5.0655
C 0.6840 -1.5610 4.0025
H -0.1750 0.0340 2.7935
H 0.4290 1.5510 4.7475
H 1.8670 0.3410 6.4735
H 2.0130 -2.2880 5.5715
H 0.4590 -2.3200 3.2675
N -1.3360 -0.2390 -2.0275
C -2.0750 -1.3260 -1.7655
C -1.6640 -2.2870 -2.6705
C -0.7960 -1.6710 -3.6535
C -0.5650 -0.3790 -3.2415
H -1.3170 0.5990 -1.4025
H -2.7720 -1.3810 -1.0565
H -2.0940 -3.3470 -2.7505
H -0.4700 -2.2510 -4.5885
H -0.0300 0.5150 -3.7355
N 1.5800 3.0060 0.9705
C 2.0170 3.2950 -0.3345
C 3.3410 2.9470 -0.3765
C 3.6920 2.5890 0.9765
C 2.5840 2.4270 1.7265
H 0.6960 3.1580 1.3895
H 1.2350 3.6630 -0.9345
H 3.8890 2.9980 -1.4365
H 4.6770 2.2450 1.4715
H 2.4640 2.1580 2.8175
N -1.6330 -1.6540 1.9345
C -2.5910 -2.1280 2.9355
C -2.6920 -3.4920 2.9185
C -1.8810 -3.9120 1.6685
C -1.3200 -2.8250 1.1625
H -1.2890 -0.6040 1.5875
H -2.9790 -1.3610 3.6665
H -3.3320 -3.9050 3.6035
H -1.7160 -4.8320 1.0265
H -0.5840 -2.6730 0.2165
*
```

As for the relative energy (zero: lowest compared OMol25 entry of this formula, charge and spin): 0.00 kcal/mol. The gap between HOMO and LUMO comes out at 7.392 eV.


Record 4
Formula: C24H34BN14O3STi
Source: OMol25
Level of theory: ωB97M-V/def2-TZVPD

ORCA input file:
```
! RIJCOSX wB97M-V def2-TZVPD def2/J DEFGRID3
* xyz -1 1
Ti -0.8295 1.0870 1.1684
N -2.6209 2.9067 4.8128
C -2.0130 2.1787 3.8019
S -2.9604 1.7889 2.4266
N -0.7892 1.8090 4.0062
N -0.1597 1.0910 3.0309
C 1.0015 0.5956 3.4508
C 1.9356 -0.0834 2.6490
C 3.1222 -0.6138 3.1931
C 4.0157 -1.3177 2.4200
C 3.7519 -1.5314 1.0686
C 2.6165 -0.9901 0.4904
C 1.7151 -0.2308 1.2396
O 0.6992 0.3712 0.6787
H -3.3735 3.4944 4.4858
H -1.9682 3.3648 5.4337
H 1.2343 0.7326 4.5097
H 3.3136 -0.4539 4.2473
H 4.9224 -1.7086 2.8614
H 4.4457 -2.1039 0.4672
H 2.4280 -1.1303 -0.5682
N -0.6793 -0.8089 -1.5336
C -0.8613 -2.0948 -0.8833
C -2.0133 -2.8082 -1.6155
C -2.6514 -4.0230 -0.9396
C -1.7228 -5.2219 -0.6374
N -0.5634 -5.3463 -1.4964
C 0.6547 -4.8068 -1.1171
N 1.0043 -4.7078 0.2127
N 1.6529 -4.7832 -2.1014
C -1.0659 -1.9682 0.6668
O -0.8383 -3.0008 1.3155
O -1.4292 -0.8767 1.1677
H -0.1971 -0.9264 -2.4212
H -0.1104 -0.2020 -0.9437
H 0.0403 -2.7251 -0.9758
H -1.6553 -3.0880 -2.6149
H -2.7955 -2.0620 -1.7670
H -3.4634 -4.3570 -1.5941
H -3.0949 -3.7050 0.0036
H -2.2994 -6.1505 -0.7401
H -1.3717 -5.1566 0.3906
H -0.7672 -5.1971 -2.4783
H 0.3054 -4.1900 0.7828
H 1.9156 -4.2846 0.3336
H 1.3025 -4.5545 -3.0257
H 2.4404 -4.2002 -1.8450
B -1.6585 3.8892 -1.1405
N -2.3963 2.5419 -1.1591
C -3.4141 2.2974 -1.9881
C -3.8962 1.0270 -1.7303
C -3.0951 0.5659 -0.6943
N -2.1842 1.4887 -0.3771
N -0.7509 4.0318 0.0988
C -0.1347 5.1909 0.3340
C 0.6155 5.0701 1.4868
C 0.3977 3.7596 1.8939
N -0.4386 3.1476 1.0460
H -2.4814 4.7654 -1.0945
H -0.9820 3.9890 -2.1270
H -3.7388 3.0346 -2.6972
H -4.7096 0.5210 -2.2131
H -3.1615 -0.3619 -0.1550
H -0.2550 6.0259 -0.3285
H 1.2177 5.8172 1.9631
H 0.8093 3.2606 2.7530
N 2.1598 1.1743 -4.2267
C 2.2721 1.5628 -2.8930
C 1.1534 1.9396 -2.1631
N 1.2352 2.3244 -0.8842
C 2.4623 2.2893 -0.3437
C 3.5612 1.8763 -1.0565
N 3.4989 1.5216 -2.3533
H 1.4038 1.6290 -4.7187
H 3.0402 1.2101 -4.7216
H 0.1679 1.9669 -2.6093
H 2.5272 2.5907 0.6956
H 4.5475 1.8440 -0.6140
*
```

As for the relative energy (zero: lowest compared OMol25 entry of this formula, charge and spin): 47.40 kcal/mol. The gap between HOMO and LUMO (alpha / beta) comes out at 2.796 / 2.799 eV.


Record 5
Formula: C24H34BN14O3STi
Source: OMol25
Level of theory: ωB97M-V/def2-TZVPD

ORCA input file:
```
! RIJCOSX wB97M-V def2-TZVPD def2/J DEFGRID3
* xyz -1 1
Ti -0.7782 -0.7690 -0.1492
N -4.4968 0.4123 -2.6848
C -3.7206 -0.3736 -1.8220
S -4.4265 -0.6478 -0.2498
N -2.6440 -0.8089 -2.3804
N -1.6923 -1.5537 -1.6833
C -1.2330 -2.5883 -2.4167
C -0.1159 -3.3856 -2.0765
C 0.2284 -4.5174 -2.8569
C 1.3038 -5.3201 -2.5572
C 2.1122 -5.0393 -1.4444
C 1.8255 -3.9269 -0.6757
C 0.7545 -3.0879 -0.9853
O 0.5626 -1.9770 -0.2855
H -5.1356 1.0233 -2.2038
H -3.9690 0.8206 -3.4414
H -1.7482 -2.7881 -3.3501
H -0.3927 -4.7493 -3.7155
H 1.5300 -6.1709 -3.1897
H 2.9494 -5.6779 -1.1919
H 2.4441 -3.6573 0.1737
N -1.9682 0.7374 1.0974
C -1.3610 2.0463 0.9284
C -2.3066 3.2303 1.1985
C -2.1038 3.7653 2.6170
C -1.0159 4.8466 2.5323
N 0.0790 4.4833 1.6164
C 1.0678 3.6626 1.9361
N 1.1498 3.0870 3.1655
N 1.9125 3.2846 0.9734
C -0.6986 2.0986 -0.4469
O -0.2739 3.1917 -0.8874
O -0.6332 0.9816 -1.0285
H -2.8842 0.6639 0.6216
H -2.1281 0.4969 2.0709
H -0.5134 2.0724 1.6088
H -3.3276 2.9008 1.0034
H -2.1000 4.0412 0.4943
H -1.8204 2.9469 3.2828
H -2.9946 4.2318 3.0410
H -0.6161 5.1239 3.5086
H -1.4475 5.7504 2.1025
H -0.2195 4.3694 0.6361
H 1.1406 3.6820 3.9791
H 1.8390 2.3519 3.2399
H 1.5730 3.4145 0.0222
H 2.3580 2.3793 1.0892
B -0.1054 -1.1801 3.3298
N 1.0716 -0.7816 2.3799
C 2.3526 -1.1484 2.4362
C 3.0372 -0.5300 1.3967
C 2.0461 0.1940 0.7378
N 0.8644 0.0557 1.3510
N -1.0403 -2.2174 2.6421
C -1.5168 -3.3460 3.1880
C -2.3278 -3.9789 2.2693
C -2.2971 -3.1415 1.1501
N -1.5264 -2.0875 1.3777
H 0.3788 -1.7030 4.3099
H -0.7182 -0.1576 3.6109
H 2.6930 -1.8287 3.1981
H 4.0744 -0.6340 1.1305
H 2.1088 0.7715 -0.1743
H -1.2479 -3.6157 4.1955
H -2.8687 -4.9000 2.3940
H -2.7876 -3.2426 0.1955
N 2.5172 2.7740 -4.1474
C 2.6140 1.4415 -3.7814
C 1.5264 0.8022 -3.1597
N 1.5930 -0.4535 -2.7844
C 2.7189 -1.1235 -3.0606
C 3.7653 -0.4992 -3.7068
N 3.7320 0.7931 -4.0612
H 1.8386 3.3214 -3.6457
H 3.3976 3.2255 -4.3347
H 0.6051 1.3371 -2.9510
H 2.7654 -2.1613 -2.7523
H 4.6711 -1.0434 -3.9498
*
```

As for the relative energy (zero: lowest compared OMol25 entry of this formula, charge and spin): 15.53 kcal/mol. The gap between HOMO and LUMO (alpha / beta) comes out at 3.046 / 3.033 eV.


Record 6
Formula: C24H34Br57FNNbO3P
Source: OMol25
Level of theory: ωB97M-V/def2-TZVPD

ORCA input file:
```
! RIJCOSX wB97M-V def2-TZVPD def2/J DEFGRID3
* xyz -1 1
N 0.5744 -3.6243 -0.7212
P -1.0913 -3.6965 -1.3049
O -0.9337 -4.1270 -2.9854
Nb -2.1852 -1.3812 -1.3629
F -3.0411 0.5522 -1.4850
C -0.5271 -0.5186 0.0068
C -0.2563 0.9911 -0.4349
O -0.1570 1.2811 -1.6495
C -3.5010 -1.7927 0.4466
C -4.9565 -2.3862 0.1433
C -5.7113 -1.7186 -1.0809
O -7.1712 -1.7172 -0.8958
H 0.7919 -4.5306 -0.2684
H 1.2099 -3.6107 -1.5377
H -1.4298 -3.4410 -3.4803
H -1.1143 -0.9288 -2.7693
H -3.3623 -2.0627 -2.5607
H -0.8579 -0.5797 1.0988
H 0.4733 -1.0512 -0.1368
H -0.1652 1.8506 0.3054
H -3.6441 -0.8244 1.0346
H -2.9982 -2.5307 1.1599
H -4.9363 -3.5280 0.0765
H -5.5951 -2.1580 1.0701
H -5.5362 -2.3675 -2.0060
H -5.3808 -0.6606 -1.2982
H -7.5485 -2.1375 -1.6916
C -0.8327 2.8490 -4.1634
Br -1.8646 4.4605 -3.8346
Br -1.3320 2.0044 -5.8365
Br 1.0743 3.1867 -4.0685
H -1.0718 2.1454 -3.3650
C 3.2174 0.1378 -3.2594
Br 4.8218 0.3519 -4.3277
Br 2.4238 -1.6100 -3.4809
Br 3.5267 0.5464 -1.3881
H 2.4937 0.8616 -3.6285
C -3.6575 -3.0217 4.6798
Br -2.3979 -3.9535 3.5386
Br -2.7706 -1.7632 5.8585
Br -5.0732 -2.1779 3.6585
H -4.1257 -3.7724 5.3109
C -1.7779 -7.7521 -0.7029
Br -2.6583 -6.0829 -0.2683
Br -2.3810 -8.4641 -2.4019
Br 0.1537 -7.5838 -0.6377
H -2.0593 -8.4709 0.0605
C -4.6977 5.4963 -6.8198
Br -4.2361 6.9513 -5.6255
Br -5.3642 3.9551 -5.8551
Br -5.9271 6.0685 -8.2036
H -3.7802 5.1887 -7.3165
C 0.7365 5.4482 -0.7759
Br 1.9855 4.0855 -0.2145
Br -0.8352 5.4940 0.3588
Br 1.5725 7.1912 -0.9227
H 0.4027 5.1711 -1.7740
C -3.0386 8.3797 -1.9136
Br -1.4340 8.6126 -2.9732
Br -3.7276 6.5705 -2.0366
Br -2.7708 8.9275 -0.0715
H -3.7942 9.0376 -2.3346
C 4.4671 0.4284 2.7505
Br 2.7279 -0.4205 2.6628
Br 5.9058 -0.8693 2.7045
Br 4.6770 1.7777 1.3760
H 4.5259 0.9374 3.7089
C 5.6541 -5.0190 4.7068
Br 7.2382 -5.6204 3.7618
Br 6.0327 -3.5093 5.8616
Br 4.1910 -4.6473 3.4927
H 5.3370 -5.8374 5.3475
C -5.6280 10.2129 -8.0973
Br -4.0022 9.6406 -8.9805
Br -5.3426 11.7999 -7.0221
Br -7.0850 10.4460 -9.3542
H -5.9181 9.4149 -7.4175
C -2.5623 -9.3466 3.7903
Br -3.3814 -7.6417 4.2094
Br -3.2117 -10.0647 2.1108
Br -0.6276 -9.2444 3.8300
H -2.8606 -10.0434 4.5690
C 1.1397 0.4589 -7.8555
Br -0.0183 -1.0889 -7.7300
Br 2.9795 0.0173 -7.4344
Br 0.9848 1.3374 -9.5773
H 0.8030 1.1698 -7.1043
C -2.5654 -0.9898 10.3147
Br -4.3621 -1.7116 10.2640
Br -1.2256 -2.3897 10.2815
Br -2.2746 0.3169 8.9148
H -2.4581 -0.4693 11.2632
C 8.6523 -0.0280 -2.4624
Br 9.8469 -1.4735 -1.9671
Br 7.0870 0.0298 -1.3259
Br 9.5707 1.6781 -2.5143
H 8.3055 -0.2336 -3.4721
C -4.2041 6.3598 -11.8875
Br -3.1358 5.5792 -10.4733
Br -3.1535 7.5312 -13.0187
Br -5.1339 5.0068 -12.9170
H -4.9633 6.9750 -11.4099
C 1.8186 -1.6841 12.5585
Br 1.8090 -2.2442 14.4140
Br 0.9224 0.0159 12.3162
Br 3.6102 -1.6639 11.8212
H 1.2519 -2.4243 11.9993
C 13.6833 -1.9603 -2.7638
Br 14.2888 -3.7291 -3.2751
Br 14.7478 -1.2241 -1.3213
Br 13.6039 -0.7603 -4.2837
H 12.6684 -2.0677 -2.3873
C -7.3671 0.1623 12.8048
Br -6.3605 -0.7770 14.1692
Br -6.2189 1.2498 11.6861
Br -8.4572 -1.0470 11.7537
H -8.0453 0.8385 13.3181
C 9.9734 -0.9044 4.0288
Br 11.5704 -0.6798 2.9532
Br 9.2082 -2.6722 3.8208
Br 10.2927 -0.4738 5.8916
H 9.2380 -0.1939 3.6591
*
```

The gap between HOMO and LUMO comes out at 5.136 eV.